# 1
Here is a 2-piece molecular cluster, C6H10N overall from the OMol25 dataset. Energies are from the ωB97M-V functional and the def2-TZVPD basis.

Values from the calculation:
E_LUMO: -4.69 eV
charge: +1
energy relative to the best compared isomer or geometry (same formula, charge and spin): 346.6 kJ/mol

Structure (XYZ):
```
17
Properties=species:S:1:pos:R:3:forces:R:3:lowdin_charge:R:1
N 1.198240 1.213430 -0.295742 2.6474 3.6340 -0.4847 0.28
C 0.930522 -1.153944 0.135589 -2.5759 -1.1125 3.0872 -0.28
C -0.447877 -0.413751 -1.269439 -3.5691 -1.1571 -2.0264 -0.05
C 3.141028 -2.427839 -0.243361 1.9227 -1.3279 -0.2203 0.17
C 2.153941 -1.820424 0.046781 1.5909 -0.0060 -0.4507 -0.11
C 0.569708 0.130143 -0.426991 2.3287 -0.8282 -0.6466 -0.27
C -0.325898 -1.839340 -0.561413 2.0458 0.3720 -1.3894 -0.03
H -1.505621 0.033865 -1.201200 1.7142 -0.3195 -0.7784 0.17
H 0.013690 -0.530184 -2.334896 -1.0867 0.5895 1.6284 0.20
H -0.123102 -2.779815 -1.186468 -0.1818 1.7854 0.7477 0.16
H 1.076329 2.028210 -0.928526 -0.7820 -0.7144 0.6559 0.18
H 2.140044 1.370818 0.191820 -1.8802 -1.1676 -0.4202 0.21
H 0.583267 -0.942463 1.207222 0.5982 -0.7128 -0.6093 0.21
H -4.805801 0.953850 -4.720883 0.3986 -0.5713 0.0216 0.00
H -1.027256 -2.061537 0.190875 -1.1989 -0.1470 0.5346 0.09
H 4.059030 -3.041937 -0.453223 -1.5764 1.1135 0.3701 0.09
H -4.375583 0.325511 -4.705106 -0.3956 0.5699 -0.0195 0.00
```
Positions in Å, forces in eV/Å.

=====

# 2
Here is C6H10N2 as an isolated structure from the OMol25 dataset. Energies are from the ωB97M-V functional and the def2-TZVPD basis.

Values from the calculation:
E_LUMO (spin up / spin down): -1.11 / -1.11 eV
charge: 0
energy relative to the best compared isomer or geometry (same formula, charge and spin): 516.8 kJ/mol

Structure (XYZ):
```
18
Properties=species:S:1:pos:R:3:forces:R:3:lowdin_charge:R:1
N -0.743054 -2.804500 0.745734 -0.7469 1.0732 0.7384 0.14
N -1.108885 0.701538 1.241737 -1.0814 -2.5238 -0.0987 0.18
C -0.931612 -1.839404 -0.023582 1.2035 -2.6629 -2.8022 -0.39
C 0.766346 1.075880 -0.382301 0.2847 -0.0840 -1.5353 -0.32
C -0.981752 -1.486175 -1.323561 -1.0627 0.3302 1.2564 -0.02
C -1.712370 -0.300736 1.072549 -0.1425 3.8037 1.5685 -0.11
C 1.829317 0.735022 0.614292 -0.2497 -0.2321 0.3618 -0.12
C 0.508151 2.298496 -0.838611 0.1853 -0.2467 0.3501 -0.03
H -1.522070 -0.616581 -1.664474 -0.0511 0.0378 0.1346 0.06
H 0.998347 3.170065 -0.422118 0.0424 0.0608 0.0237 0.05
H -0.239923 2.483577 -1.591564 -0.1119 -0.0408 -0.1674 0.04
H 0.274915 0.203924 -0.873283 0.5328 1.0685 0.5382 0.04
H -0.608786 -2.148450 -2.091917 0.4785 -0.0376 0.3363 0.07
H 1.683744 -0.293121 0.953751 0.1868 -0.0331 -0.0310 0.05
H 2.831966 0.823777 0.190856 -0.0613 -0.0222 0.0213 0.08
H -0.126740 -2.657355 1.542789 0.3186 -0.0399 -0.2383 0.07
H 1.759971 1.352032 1.509728 0.0800 0.1861 -0.0563 0.07
H -2.677566 -0.697990 1.339976 0.1950 -0.6373 -0.4001 0.11
```
Positions in Å, forces in eV/Å.

=====

Among the records above, which one has the lowest energy relative to the best compared isomer or geometry (same formula, charge and spin)?
C6H10N

=====

The lowest charge belongs to which entry?
C6H10N2